# 1
Below is an isolated molecule of C3H7NO2, with properties calculated with wB97M-V/def2-TZVPD.

Properties
LUMO level (eV): 0.9
Gap between HOMO and LUMO (eV): 10.684
Energy above the lowest of the compared OMol25 structures with the same formula, charge and spin (kcal per mole): 63.7
SMILES: C/C(CO)=N/O
HOMO energy (eV): -9.821

Structure (XYZ):
```
13
Properties=species:S:1:pos:R:3:forces:R:3:lowdin_charge:R:1
C -0.8588 1.5530 0.3315 -0.04 0.03 0.01 -0.041
C -0.3337 0.1683 0.0816 -0.22 -0.14 -0.07 -0.325
N -1.1885 -0.7262 -0.2306 0.27 0.51 0.11 0.050
O -0.5761 -1.9846 -0.3744 -0.05 -0.30 -0.17 -0.082
C 1.1560 -0.0951 0.2213 -0.06 0.21 0.23 -0.215
O 1.7279 -0.7773 -0.8661 -0.01 -0.20 -0.01 -0.058
H -1.9423 1.5377 0.4678 0.16 -0.02 -0.06 0.078
H -0.3934 1.9863 1.2243 -0.06 -0.09 -0.11 0.082
H -0.6180 2.2104 -0.5125 0.02 -0.11 0.12 0.088
H -1.2195 -2.4781 -0.8953 -0.01 -0.02 0.18 0.102
H 1.3117 -0.6351 1.1703 0.00 0.08 -0.11 0.131
H 1.6817 0.8609 0.2985 -0.11 -0.10 0.02 0.122
H 1.2529 -1.6201 -0.9166 0.10 0.16 -0.14 0.067
```
Forces are in eV/Å.

# 2
Below is C3H7NO2 as an isolated structure at a distorted geometry, with properties calculated with wB97M-V/def2-TZVPD.

Properties
LUMO level (alpha / beta) (eV): -0.4 / -0.4
Gap between HOMO and LUMO (alpha / beta) (eV): 7.625 / 7.626
Energy above the lowest of the compared OMol25 structures with the same formula, charge and spin (kcal per mole): 123.1
HOMO energy (alpha / beta) (eV): -7.989 / -7.990

Structure (XYZ):
```
13
Properties=species:S:1:pos:R:3:forces:R:3:lowdin_charge:R:1
C -0.4525 -1.4247 -0.1577 3.65 -0.76 0.57 -0.247
C 0.4395 -0.7167 -1.0589 -0.32 0.13 0.74 -0.068
C -0.1714 1.0646 -0.4071 -4.57 -2.38 2.41 -0.534
N 0.3120 1.0995 1.0202 0.74 -2.68 0.30 0.059
O -0.1648 -1.5091 1.1194 -0.64 2.06 -1.73 -0.048
O -0.1810 2.0820 -1.0685 0.80 -0.41 -0.83 -0.022
H 0.2992 -0.3394 1.3625 -0.12 -0.27 -1.16 0.190
H 1.1551 1.6505 1.1417 -0.10 -0.01 0.07 0.115
H -0.4018 1.2755 1.7184 -0.08 0.81 -0.49 0.110
H -1.2820 -2.0232 -0.5388 -0.30 0.37 0.28 0.132
H -1.2375 0.3110 -0.1750 1.16 3.30 -0.48 0.139
H 0.1783 -0.7300 -2.1143 -0.01 -0.03 0.20 0.085
H 1.5068 -0.7399 -0.8420 -0.23 -0.13 0.12 0.089
```
Forces are in eV/Å.